(1)
{"formula": "C19H27N6OS2W", "method": "ωB97M-V with the def2-TZVPD basis set", "elements": ["W", "C", "C", "C", "C", "C", "H", "H", "H", "H", "H", "N", "C", "N", "C", "N", "N", "C", "N", "C", "C", "C", "C", "C", "N", "H", "H", "H", "H", "H", "H", "H", "H", "O", "S", "C", "C", "C", "C", "H", "H", "H", "H", "H", "H", "H", "H", "C", "S", "C", "H", "H", "H", "H", "H", "H"], "xyz": [[-0.72831, -0.81393, 0.52327], [-2.42609, -2.38260, 0.36339], [-3.00228, -1.18264, 0.81097], [-2.48982, -0.87365, 2.08341], [-1.60523, -1.89340, 2.40319], [-1.48768, -2.78722, 1.31175], [-2.72683, -2.89762, -0.52248], [-3.89736, -0.79598, 0.37946], [-2.93879, -0.09846, 2.66141], [-0.98801, -1.81311, 3.33214], [-1.02596, -3.75631, 1.25532], [0.77423, -3.61905, -0.90926], [1.66372, -2.86429, -0.20691], [2.88649, -3.33631, -0.06368], [3.72173, -2.74904, 0.78116], [4.91314, -3.23188, 0.97486], [3.38289, -1.58158, 1.44919], [2.22627, -1.09284, 1.16044], [1.28040, -1.63961, 0.33030], [1.77046, 0.09160, 1.93733], [2.68059, 0.87134, 2.60483], [2.20447, 1.96180, 3.39412], [0.84939, 2.15309, 3.49324], [-0.01046, 1.35045, 2.74627], [0.42389, 0.31552, 1.99783], [1.27005, -4.45382, -1.31327], [-0.19002, -3.38993, -1.09370], [5.19535, -4.04874, 0.44840], [5.59780, -2.78990, 1.48482], [3.74672, 0.57538, 2.51300], [2.88511, 2.58411, 3.92956], [0.46927, 2.93632, 4.08511], [-1.07689, 1.58471, 2.71402], [-0.87904, 1.07368, -0.36105], [-0.41134, 2.56496, -0.13103], [0.53655, 3.09296, -1.58913], [-0.48116, 3.50763, -2.71109], [-1.90544, 3.36120, -2.11633], [-1.90999, 3.47963, -0.63377], [1.29279, 2.35148, -1.81073], [1.16076, 3.86156, -1.18027], [-0.39173, 2.91496, -3.65167], [-0.28674, 4.53864, -3.03923], [-2.30757, 2.37131, -2.40505], [-2.63355, 4.05890, -2.54927], [-2.78343, 2.94994, -0.17771], [-1.70569, 4.46872, -0.23882], [-2.60679, -0.73020, -2.42198], [-0.94005, -1.30767, -1.98012], [0.28738, -0.39973, -2.99633], [-3.37215, -1.48242, -2.16829], [-2.66833, -0.54688, -3.45958], [-2.73004, 0.18763, -1.83363], [-0.08185, 0.64073, -3.08536], [0.20560, -0.84600, -3.98430], [1.26358, -0.44344, -2.53477]], "atomic_forces_ev_per_a": [[0.75, 1.33, -0.36], [-0.51, 0.21, -0.12], [-1.22, -0.31, -0.26], [-1.25, 0.25, -1.18], [2.54, 0.02, 1.99], [-0.40, -1.53, 0.86], [0.08, -0.32, -0.37], [-0.15, 0.76, -0.40], [0.35, 0.47, 0.60], [-0.57, -0.72, -0.94], [0.58, 0.04, 0.30], [2.45, -0.68, 0.24], [-0.62, 0.14, -0.15], [-0.60, -0.76, -0.31], [-0.68, 1.53, -0.07], [-0.91, -1.80, -1.59], [0.17, -0.22, -0.30], [-0.35, -0.27, 0.59], [-0.40, -0.31, 0.00], [-0.14, 0.06, 0.13], [0.42, 0.70, 0.60], [0.56, -1.72, -0.85], [-0.03, -0.77, -0.96], [-0.08, -0.10, -0.04], [0.45, 0.28, -0.34], [-1.30, 1.00, 0.42], [0.44, -0.11, -0.14], [-0.10, -0.02, 0.07], [1.51, 1.34, 1.52], [-0.86, 0.52, 0.19], [0.41, 0.32, 0.25], [-0.56, 0.77, 0.59], [0.28, -0.32, 0.13], [0.24, 0.44, -0.17], [-0.18, -0.35, 0.03], [-0.90, -0.40, -0.31], [0.14, 0.10, -0.13], [-0.55, -0.40, -1.71], [0.36, -1.05, 0.76], [-0.18, -0.63, -0.28], [0.04, 1.09, 0.15], [0.08, 0.20, 0.89], [0.01, -0.23, 0.37], [0.22, 0.33, 0.25], [0.36, 0.07, 0.03], [0.76, 0.79, -0.02], [-0.43, 0.34, 0.07], [0.19, 0.43, 1.42], [0.04, -0.89, 0.01], [-1.76, 0.97, -0.07], [0.59, 0.21, 0.01], [0.08, 0.24, -1.21], [-0.38, -0.18, -0.42], [0.43, -0.45, 0.19], [0.44, -0.17, 0.03], [0.12, -0.24, 0.01]], "lowdin_charge": [1.529, -0.198, -0.160, -0.134, -0.112, -0.183, 0.126, 0.142, 0.141, 0.164, 0.141, 0.166, -0.398, 0.198, -0.373, 0.268, 0.218, -0.275, 0.001, -0.185, 0.062, 0.046, 0.002, -0.114, -0.060, 0.168, 0.023, 0.156, 0.113, 0.147, 0.132, 0.123, 0.124, -0.726, 1.086, -0.264, -0.157, -0.234, -0.268, 0.092, 0.093, 0.125, 0.130, 0.101, 0.144, 0.130, 0.115, -0.269, 0.832, -0.242, 0.073, 0.056, 0.027, 0.038, 0.068, 0.053], "gap_ev": [7.954, 7.896], "spin_multiplicity": 3, "charge": 3, "fmax_ev_per_a": 3.2, "e_tot_ev": -54601.073}


(2)
{"formula": "C35H36N2S", "method": "ωB97M-V with the def2-TZVPD basis set", "elements": ["C", "C", "N", "C", "C", "C", "C", "C", "C", "C", "C", "C", "C", "C", "C", "C", "N", "C", "C", "C", "C", "C", "C", "C", "C", "C", "C", "H", "H", "H", "H", "H", "H", "H", "H", "H", "H", "H", "H", "H", "H", "H", "H", "H", "H", "H", "H", "H", "H", "H", "H", "H", "H", "H", "H", "H", "C", "C", "C", "C", "C", "C", "C", "C", "C", "S", "C", "H", "H", "H", "H", "H", "H", "H"], "xyz": [[6.34124, 2.60525, 2.12232], [6.26998, 3.71216, 1.09055], [5.28991, 3.42286, 0.07037], [5.48601, 4.20506, -1.13156], [4.68732, 3.64902, -2.28951], [3.21634, 3.52778, -1.89583], [3.01984, 2.88326, -0.56065], [4.09447, 2.83516, 0.36935], [3.89070, 2.18190, 1.62197], [2.71191, 1.49658, 1.85174], [1.62271, 1.50868, 0.92620], [0.44067, 0.74686, 1.18085], [-0.57419, 0.48045, 0.21012], [-1.84421, 0.01887, 0.63705], [-2.93838, 0.01078, -0.20104], [-2.79186, 0.43765, -1.55643], [-3.86717, 0.43509, -2.39824], [-5.04642, -0.32962, -2.06965], [-5.43489, -0.13713, -0.61517], [-4.26965, -0.43267, 0.32301], [-3.69341, 0.62909, -3.81866], [-2.67495, 1.71650, -4.09312], [-1.34709, 1.38681, -3.40884], [-1.50587, 0.81936, -2.03018], [-0.40932, 0.65354, -1.19359], [1.78902, 2.36457, -0.20690], [4.95569, 2.26086, 2.67012], [6.77874, 1.71170, 1.66405], [6.99769, 2.92871, 2.93452], [6.01838, 4.67152, 1.58026], [7.23590, 3.83899, 0.58481], [5.18449, 5.24924, -0.93274], [6.56264, 4.20617, -1.34785], [4.80441, 4.31981, -3.14335], [5.07456, 2.66386, -2.57280], [2.76777, 4.53277, -1.88460], [2.68610, 2.95471, -2.66640], [2.61263, 0.90948, 2.76418], [0.18081, 0.62583, 2.23399], [-1.97066, -0.32492, 1.66558], [-5.84186, 0.01575, -2.73851], [-4.87694, -1.40357, -2.27968], [-5.76542, 0.89649, -0.46016], [-6.27263, -0.80081, -0.39092], [-4.23395, -1.51371, 0.53499], [-4.45671, 0.06801, 1.28069], [-3.37654, -0.31665, -4.29650], [-4.67675, 0.88569, -4.22553], [-2.54020, 1.79372, -5.17495], [-3.04630, 2.68234, -3.72843], [-0.78732, 0.67394, -4.03545], [-0.74458, 2.30472, -3.35836], [0.59661, 0.70641, -1.61008], [0.93327, 2.60406, -0.83682], [5.00714, 1.30910, 3.20804], [4.67943, 3.02439, 3.41432], [-4.42872, -5.98929, 2.73811], [-3.65451, -4.88984, 3.08993], [-2.32523, -4.73952, 2.58885], [-1.74534, -5.86856, 1.89036], [-2.55069, -6.98119, 1.57420], [-3.88809, -7.02432, 1.94462], [-0.38976, -5.76350, 1.46057], [0.29139, -4.57486, 1.51472], [-0.32437, -3.38062, 2.04789], [0.42879, -1.90134, 1.87503], [-1.58725, -3.53823, 2.67932], [-5.46726, -6.05729, 3.06561], [-4.06200, -4.09976, 3.72474], [-2.10591, -7.79860, 0.99670], [-4.51594, -7.86201, 1.64185], [0.08834, -6.66109, 1.06082], [1.30027, -4.49492, 1.12479], [-2.01285, -2.68156, 3.19533]], "atomic_forces_ev_per_a": [[0.00, -0.23, -0.04], [-0.02, 0.09, 0.41], [0.16, -0.20, -0.10], [-0.20, 0.20, -0.06], [-0.06, -0.11, 0.04], [-0.22, 0.65, -0.53], [-0.07, -0.14, 0.62], [-0.39, -0.27, 0.05], [-0.35, 0.02, -0.45], [-0.24, 0.10, -0.35], [0.56, 0.52, -0.03], [-0.94, 1.09, -0.69], [0.47, -0.41, -0.03], [-0.60, 0.57, -0.09], [0.59, 0.09, -0.04], [0.32, 0.02, 0.26], [0.05, 0.15, 0.07], [-0.20, -0.31, 0.30], [-0.08, 0.14, -0.02], [-0.35, -0.50, 0.34], [0.22, 0.00, -0.19], [0.01, 0.03, 0.04], [0.43, -0.20, -0.73], [0.04, -0.42, 0.58], [-0.37, 0.66, 0.22], [0.37, -0.76, -0.03], [0.33, 0.05, 0.60], [0.01, 0.12, 0.01], [-0.03, -0.15, -0.06], [0.12, -0.14, -0.07], [-0.17, -0.01, 0.22], [0.10, -0.09, -0.13], [-0.27, 0.02, -0.04], [-0.06, -0.14, -0.03], [0.03, 0.12, 0.06], [0.05, -0.13, -0.07], [0.02, 0.12, 0.16], [-0.01, 0.07, -0.15], [0.12, -0.55, -0.39], [0.14, 0.17, -0.22], [0.02, -0.13, 0.18], [-0.03, 0.23, 0.04], [-0.02, -0.12, -0.14], [-0.01, 0.14, 0.06], [0.06, 0.26, -0.04], [0.05, -0.19, -0.10], [-0.04, 0.15, 0.05], [0.19, 0.02, -0.06], [0.07, 0.13, 0.11], [-0.06, -0.20, -0.05], [-0.06, 0.18, 0.10], [-0.04, -0.25, -0.01], [-0.30, 0.22, 0.06], [0.25, -0.19, 0.11], [-0.03, 0.13, 0.01], [-0.04, -0.16, -0.16], [0.41, 0.56, 0.21], [-0.21, -0.38, -0.34], [0.18, -0.78, -0.35], [-0.24, 0.73, 0.28], [-0.54, -0.15, 0.17], [0.55, -0.09, -0.11], [0.13, 0.24, -0.05], [-0.68, -0.26, 0.15], [-1.73, -1.89, 0.50], [1.54, 1.09, 0.48], [0.99, -0.06, -0.53], [0.28, 0.05, -0.01], [0.02, -0.17, -0.26], [-0.18, 0.25, 0.20], [0.17, 0.17, 0.11], [-0.10, 0.27, -0.04], [-0.07, 0.01, 0.06], [-0.03, -0.06, -0.09]], "lowdin_charge": [-0.165, -0.167, -0.076, -0.166, -0.165, -0.145, -0.136, -0.085, -0.135, 0.046, -0.178, -0.049, -0.252, 0.008, -0.123, -0.081, -0.078, -0.163, -0.165, -0.139, -0.166, -0.166, -0.146, -0.131, 0.030, 0.025, -0.142, 0.123, 0.116, 0.138, 0.123, 0.137, 0.124, 0.116, 0.125, 0.128, 0.119, 0.133, 0.089, 0.115, 0.121, 0.143, 0.119, 0.116, 0.132, 0.124, 0.141, 0.122, 0.115, 0.122, 0.127, 0.116, 0.129, 0.118, 0.123, 0.128, -0.113, -0.055, -0.182, -0.189, -0.060, -0.117, -0.056, -0.129, -0.776, 0.630, -0.094, 0.092, 0.101, 0.106, 0.089, 0.105, 0.083, 0.088], "gap_ev": 3.828, "charge": 0, "fmax_ev_per_a": 2.6, "e_tot_ev": -50693.653}